# C25H50BN5OPb

A molecular structure, C25H50BN5OPb at a distorted geometry (ωB97M-V/def2-TZVPD, OMol25).

Results
- Electronic energy: -1549.05709 Eh
- E_LUMO: 0.0221 Ha
- Energy relative to the best compared isomer or geometry (same formula, charge and spin): 27.3 kcal per mole

```
! wB97M-V def2-TZVPD RIJCOSX def2/J DEFGRID3
* xyz 0 1
Pb -6.557 14.575 23.188
C -10.819 11.308 22.150
C -9.945 12.164 21.282
C -10.626 12.173 19.813
C -11.793 13.180 19.760
C -11.355 14.569 20.214
C -10.759 14.589 21.682
N -9.711 13.554 21.751
O -8.896 13.649 23.019
C -11.933 14.319 22.634
C -10.227 15.987 21.926
C -8.582 11.409 21.140
H -10.640 10.233 22.139
H -11.875 11.425 21.907
H -10.685 11.471 23.219
H -10.959 11.169 19.552
H -9.931 12.509 19.043
H -12.660 12.786 20.290
H -12.103 13.266 18.718
H -12.273 15.152 20.135
H -10.707 15.038 19.474
H -11.566 14.206 23.655
H -12.433 13.362 22.484
H -12.663 15.126 22.582
H -9.644 16.459 21.134
H -9.598 16.026 22.815
H -11.039 16.663 22.193
H -8.040 11.714 20.245
H -8.748 10.344 20.977
H -7.841 11.504 21.934
B -4.045 15.211 23.777
H -4.595 14.683 24.540
H -4.144 16.276 23.917
H -3.011 14.916 23.864
H -4.341 14.991 22.763
C -4.965 14.854 28.063
C -6.481 14.862 28.213
C -7.194 16.137 27.693
C -7.232 16.252 26.242
N -7.292 16.286 25.111
H -4.586 14.972 27.047
H -4.647 13.874 28.417
H -4.432 15.590 28.665
H -6.767 14.751 29.259
H -6.911 13.932 27.839
H -6.647 16.989 28.096
H -8.239 16.143 28.004
C -5.453 8.267 22.203
C -4.127 9.057 22.155
C -3.963 10.110 23.271
C -4.649 11.356 22.889
N -5.232 12.363 22.647
H -5.548 7.700 21.277
H -6.343 8.892 22.281
H -5.459 7.607 23.070
H -4.104 9.464 21.145
H -3.321 8.335 22.287
H -2.909 10.348 23.414
H -4.357 9.718 24.208
C -6.661 17.243 17.559
C -7.181 15.833 17.173
C -8.093 15.195 18.205
C -7.349 14.824 19.465
N -6.716 14.524 20.417
H -6.144 17.157 18.516
H -7.478 17.947 17.715
H -6.011 17.651 16.785
H -6.330 15.162 17.054
H -7.572 15.853 16.155
H -8.409 14.186 17.940
H -8.869 15.915 18.467
C -5.514 20.035 23.749
C -4.285 19.443 23.037
C -4.625 18.756 21.715
C -5.753 17.834 21.899
N -6.630 17.095 22.053
H -6.095 19.203 24.148
H -6.109 20.735 23.162
H -5.140 20.517 24.652
H -3.768 18.669 23.604
H -3.479 20.170 22.938
H -3.770 18.225 21.298
H -4.869 19.502 20.959
*
```

# C13H15KN7O

A molecular structure, C13H15KN7O (ωB97M-V/def2-TZVPD, OMol25).

Results
- Electronic energy: -1562.72628 Eh
- E_LUMO: -0.0964 Ha
- Energy relative to the best compared isomer or geometry (same formula, charge and spin): 1.5 kcal per mole

```
! wB97M-V def2-TZVPD RIJCOSX def2/J DEFGRID3
* xyz 1 1
K 0.578 -0.228 -2.153
N -0.744 -0.280 5.593
C 0.409 -0.154 4.898
O 1.488 -0.017 5.434
C 0.312 -0.189 3.389
C -0.858 -0.309 2.653
C -0.779 -0.323 1.269
N 0.367 -0.248 0.593
C 1.488 -0.149 1.312
C 1.510 -0.102 2.691
H -0.674 -0.273 6.596
H -1.645 -0.406 5.175
H -1.830 -0.391 3.121
H -1.681 -0.395 0.671
H 2.413 -0.134 0.749
H 2.434 -0.005 3.245
N 4.170 0.621 -1.367
C 5.442 0.317 -1.691
C 5.386 -0.425 -2.844
C 4.019 -0.508 -3.145
N 3.280 0.126 -2.241
H 3.866 1.185 -0.595
H 6.277 0.638 -1.091
H 6.215 -0.838 -3.393
H 3.554 -0.999 -3.985
N -4.930 2.076 -2.045
C -4.187 0.946 -2.072
C -2.776 0.984 -2.100
N -2.048 -0.119 -2.076
C -2.705 -1.285 -2.023
C -4.088 -1.323 -2.024
N -4.828 -0.223 -2.046
H -4.517 2.964 -2.263
H -5.930 1.983 -2.086
H -2.257 1.936 -2.148
H -2.109 -2.189 -1.979
H -4.623 -2.265 -2.019
*
```

# C5H7NO

2 unconnected molecules or ions with the total composition C5H7NO (ωB97M-V/def2-TZVPD, OMol25).

Results
- Electronic energy: -324.54098 Eh
- E_LUMO (spin up / spin down): -0.0078 / -0.0077 Ha
- SMILES: O=C1C=C=CN1.C
- Energy relative to the best compared isomer or geometry (same formula, charge and spin): 115.1 kcal per mole

```
! wB97M-V def2-TZVPD RIJCOSX def2/J DEFGRID3
* xyz 0 1
O -1.842 1.451 2.209
C -1.200 0.826 1.386
C 0.179 0.444 1.265
C 0.213 -0.490 0.250
C -0.993 -0.516 -0.479
N -1.877 0.107 0.296
H 0.881 0.528 2.083
H -1.221 -0.924 -1.461
H -2.869 0.186 0.137
C 1.769 -0.379 -1.095
H 2.013 0.335 -1.891
H 1.777 -1.404 -1.454
H 2.455 -0.250 -0.263
H 0.715 0.087 -0.985
*
```